DFT (ωB97M-V/def2-TZVPD) results for a structure of composition C28H39Br51N3O2.

```
123
Properties=species:S:1:pos:R:3:mulliken_charge:R:1
C -0.609 -2.235 1.273 -1.125
C 0.296 -2.022 -0.072 -0.198
C -0.249 -0.769 -0.956 0.432
C -0.343 0.471 0.050 -0.706
N -0.139 1.823 -0.571 -0.281
C 1.026 1.674 -1.483 -0.476
N 2.240 2.152 -1.181 -0.108
N 0.735 0.906 -2.726 -0.547
C 0.647 -0.524 -2.262 0.028
C 2.145 -1.096 -2.182 -0.570
C 2.293 -2.624 -2.684 -0.288
C 3.887 -2.889 -2.864 -0.195
O 4.525 -3.324 -1.635 -0.347
C 4.990 -2.203 -0.870 0.695
C 4.361 -2.054 0.596 -0.344
O 5.806 -1.363 -1.288 -0.574
H -1.653 -1.867 1.021 0.280
H -0.561 -3.335 1.550 0.373
H -0.089 -1.623 2.087 0.291
H 0.225 -2.977 -0.683 0.370
H 1.359 -1.828 0.326 -0.055
H -1.307 -1.082 -1.282 0.353
H 0.326 0.360 0.981 0.164
H -1.417 0.473 0.467 0.457
H -0.940 2.102 -1.164 0.450
H 2.778 2.801 -1.768 0.294
H 2.700 1.781 -0.328 0.286
H -0.192 1.265 -3.011 0.574
H 0.136 -1.102 -3.120 0.396
H 2.605 -0.906 -1.160 -0.466
H 2.763 -0.473 -2.930 0.549
H 1.761 -2.718 -3.692 0.305
H 1.941 -3.391 -1.923 0.185
H 3.985 -3.771 -3.596 -0.056
H 4.313 -1.921 -3.285 0.399
H 3.815 -3.039 0.833 0.250
H 5.185 -1.865 1.378 0.014
H 3.641 -1.171 0.691 0.093
C 5.426 -4.549 -6.950 -0.255
Br 4.975 -6.016 -5.764 -0.064
Br 5.158 -5.021 -8.810 0.056
Br 4.483 -2.919 -6.478 -0.026
H 6.489 -4.350 -6.821 0.310
C -1.209 4.241 2.409 -0.158
Br -2.863 3.491 1.729 -0.027
Br -1.411 6.105 2.900 -0.047
Br -0.483 3.183 3.865 -0.052
H -0.484 4.202 1.598 0.242
C 5.082 -3.860 4.283 -0.341
Br 6.536 -2.826 3.522 -0.006
Br 5.304 -4.122 6.190 -0.012
Br 3.352 -3.093 3.859 -0.048
H 5.118 -4.844 3.820 0.451
C -1.878 6.275 6.778 -0.251
Br -3.531 5.527 6.098 0.140
Br -2.083 8.139 7.270 0.057
Br -1.153 5.217 8.234 -0.056
H -1.154 6.237 5.966 0.238
C -3.181 1.454 8.177 -0.307
Br -2.538 1.666 6.360 0.059
Br -5.091 1.764 8.305 0.020
Br -2.677 -0.263 8.923 -0.032
H -2.694 2.219 8.778 0.282
C -7.423 7.190 6.676 -0.321
Br -6.773 7.395 4.861 0.015
Br -9.333 7.505 6.798 -0.048
Br -6.926 5.473 7.428 -0.031
H -6.935 7.954 7.277 0.361
C 7.775 -4.870 -2.942 -0.057
Br 7.793 -4.285 -1.093 -0.018
Br 8.306 -3.450 -4.152 -0.036
Br 8.832 -6.473 -3.202 0.006
H 6.745 -5.126 -3.185 0.107
C 10.243 -8.506 -6.921 -0.360
Br 10.018 -9.936 -5.630 -0.013
Br 8.541 -7.787 -7.510 0.036
Br 11.405 -7.108 -6.252 -0.011
H 10.728 -8.938 -7.794 0.340
C -2.305 12.177 6.402 -0.364
Br -3.049 11.234 7.924 -0.057
Br -0.380 12.364 6.543 0.002
Br -2.829 11.359 4.724 0.007
H -2.725 13.180 6.412 0.369
C 0.515 1.551 -6.781 -0.486
Br 1.975 2.579 -7.537 -0.024
Br 0.727 1.303 -4.859 0.322
Br -1.212 2.316 -7.223 -0.043
H 0.552 0.563 -7.238 0.337
C 2.610 -6.215 -11.867 -0.369
Br 1.980 -4.525 -11.152 -0.013
Br 4.474 -6.122 -12.393 -0.006
Br 2.278 -7.684 -10.646 -0.038
H 2.034 -6.413 -12.768 0.408
C -8.812 6.434 1.311 -0.307
Br -9.492 8.113 2.004 -0.005
Br -6.946 6.569 0.797 -0.048
Br -9.114 4.969 2.545 0.053
H -9.376 6.210 0.408 0.296
C -3.392 -3.732 10.845 0.166
Br -1.746 -4.165 11.774 -0.002
Br -3.615 -4.799 9.241 -0.003
Br -4.934 -3.858 12.013 -0.003
H -3.316 -2.694 10.529 -0.192
C -12.739 4.038 0.237 -0.331
Br -11.290 3.254 -0.788 -0.049
Br -12.910 3.218 1.986 0.024
Br -12.576 5.966 0.356 0.012
H -13.660 3.829 -0.303 0.348
C 9.006 -5.175 6.561 0.062
Br 9.072 -6.594 5.240 -0.008
Br 8.457 -5.834 8.300 -0.014
Br 10.679 -4.200 6.655 -0.007
H 8.245 -4.470 6.232 -0.068
C -16.470 4.187 3.453 -0.312
Br -15.006 4.886 4.514 -0.005
Br -18.178 4.416 4.342 -0.042
Br -16.484 4.936 1.663 -0.003
H -16.306 3.116 3.349 0.354
C 4.068 -3.030 -14.737 -0.150
Br 4.865 -1.944 -13.341 0.018
Br 3.226 -1.943 -16.103 -0.024
Br 5.343 -4.279 -15.494 -0.013
H 3.282 -3.621 -14.270 0.161
```

Computed properties:
Total energy in a.u.: -132679.1358
Energy relative to the best compared isomer or geometry (same formula, charge and spin) in kJ/mol: 446.4
Total charge: +1
Lowest unoccupied orbital energy in eV: -5.839


DFT (ωB97M-V/def2-TZVPD) results for a structure of composition C28H39HgN6SSi3.

```
78
Properties=species:S:1:pos:R:3:mulliken_charge:R:1
Hg -0.026 0.211 0.047 1.155
S -5.658 -1.312 4.928 -0.243
N -5.659 -1.227 3.275 -0.883
C -4.423 -0.866 2.856 0.778
C -4.237 -0.717 1.445 0.401
C -5.288 -1.114 0.561 -1.540
C -5.097 -1.088 -0.797 -0.363
C -3.863 -0.700 -1.312 -0.862
N -2.877 -0.263 -0.510 -0.225
C -3.084 -0.220 0.789 -0.553
C -1.464 -0.599 2.553 1.482
N -0.023 -0.406 2.503 -0.466
C 0.586 0.074 3.573 -0.720
C 0.000 0.295 4.800 -1.198
C -1.379 0.065 4.943 -0.664
C -2.119 -0.350 3.879 -0.483
C -3.510 -0.689 3.963 0.787
N -4.062 -0.900 5.151 -0.893
H -6.217 -1.449 0.996 0.403
H -5.889 -1.383 -1.476 0.373
H -3.642 -0.719 -2.372 0.390
H 1.654 0.244 3.449 0.384
H 0.595 0.635 5.638 0.318
H -1.865 0.198 5.902 0.445
C 1.122 5.164 0.237 -1.254
Si 0.189 3.765 -0.728 0.055
C -0.935 4.717 -1.983 -1.200
C 1.594 3.071 -1.815 -1.071
N -0.570 2.541 0.183 -0.013
C -1.537 2.764 1.118 0.356
C -1.915 4.079 1.442 -0.532
C -2.865 4.398 2.383 -1.085
C -3.532 3.386 3.041 -1.456
C -3.215 2.077 2.724 0.489
C -2.231 1.724 1.812 -0.248
N -1.997 0.328 1.502 2.505
Si -1.660 -2.529 2.256 0.450
C -3.179 -3.530 1.641 -1.419
C -1.349 -3.251 4.010 -1.461
C -0.246 -3.174 1.150 -0.843
H 1.643 5.840 -0.437 0.364
H 1.863 4.723 0.897 0.309
H 0.462 5.763 0.856 0.431
H -0.360 5.394 -2.612 0.344
H -1.701 5.302 -1.483 0.372
H -1.443 4.016 -2.639 0.313
H 2.092 3.878 -2.351 0.378
H 1.221 2.369 -2.551 0.219
H 2.341 2.570 -1.210 0.222
H -1.433 4.883 0.911 0.156
H -3.097 5.436 2.588 0.373
H -4.306 3.593 3.768 0.429
H -3.786 1.314 3.213 0.439
H -4.031 -3.420 2.299 0.361
H -2.925 -4.587 1.609 0.570
H -3.492 -3.238 0.645 0.309
H -2.187 -3.033 4.663 0.355
H -0.466 -2.809 4.459 0.336
H -1.217 -4.329 3.988 0.443
H -0.254 -2.676 0.186 -0.213
H -0.337 -4.242 0.972 0.441
H 0.713 -2.988 1.612 0.241
C 3.610 -2.309 -3.203 -1.186
Si 2.231 -2.167 -1.847 0.453
C 0.793 -3.212 -2.562 -1.050
C 3.042 -2.952 -0.297 -1.034
C 1.678 -0.412 -1.484 -0.687
H 3.889 -3.344 -3.387 0.293
H 4.512 -1.777 -2.909 0.309
H 3.281 -1.888 -4.149 0.306
H 0.855 -4.258 -2.275 0.354
H 0.777 -3.166 -3.647 0.348
H -0.157 -2.830 -2.206 0.202
H 2.838 -4.015 -0.208 0.355
H 2.655 -2.467 0.592 0.186
H 4.120 -2.817 -0.302 0.359
H 1.335 0.062 -2.406 0.252
H 2.532 0.166 -1.122 0.249
```

Computed properties:
Total energy in a.u.: -2839.0486
2S+1: 2
Total charge: -2
Lowest unoccupied orbital energy (spin up / spin down) in eV: 4.458 / 4.457


DFT (ωB97M-V/def2-TZVPD) results for a structure of composition C28H39InN6SbSe4.

```
79
Properties=species:S:1:pos:R:3:mulliken_charge:R:1
In -1.257 0.049 -0.440 1.556
C 2.308 -2.454 1.013 -1.518
C 0.854 -2.439 0.543 1.414
C -0.132 -2.193 1.678 -1.599
N -1.308 -1.499 1.206 0.058
C -2.484 -1.778 1.720 0.833
C -2.624 -2.553 2.904 -0.991
C -3.718 -3.151 3.504 -0.455
C -5.053 -3.154 3.148 -0.582
C -5.594 -2.397 2.115 -0.299
C -5.004 -1.483 1.276 -0.718
C -3.648 -1.084 1.087 0.355
N -3.339 -0.070 0.334 0.031
C -4.336 0.919 -0.022 -1.061
C -3.647 2.213 -0.435 -0.990
C -2.583 2.785 0.508 -0.928
N -1.420 1.929 0.771 -0.014
C -0.541 2.342 1.632 0.452
C -0.515 3.692 2.108 -0.953
C -0.012 4.264 3.259 -0.375
C 0.551 3.666 4.373 -0.540
C 0.846 2.308 4.445 -0.676
C 0.868 1.361 3.450 -0.592
C 0.573 1.421 2.039 1.091
N 1.121 0.652 1.139 0.134
C 2.407 0.059 1.547 -1.466
C 2.969 -1.111 0.739 0.457
H 2.866 -3.256 0.520 0.322
H 2.365 -2.656 2.088 0.441
H 0.582 -3.351 0.006 0.765
H 0.751 -1.635 -0.191 -1.516
H 0.350 -1.603 2.470 0.284
H -0.399 -3.159 2.116 0.723
H -1.698 -2.699 3.441 0.354
H -3.474 -3.716 4.400 0.298
H -5.730 -3.763 3.734 0.301
H -6.661 -2.521 1.956 0.317
H -5.680 -1.013 0.573 0.342
H -4.998 1.086 0.839 0.583
H -4.953 0.576 -0.863 0.339
H -4.419 2.983 -0.527 0.630
H -3.225 2.087 -1.433 0.059
H -3.032 3.044 1.476 0.502
H -2.249 3.726 0.054 0.344
H -1.002 4.386 1.435 0.238
H -0.140 5.342 3.313 0.329
H 0.744 4.279 5.244 0.316
H 1.144 1.938 5.423 0.338
H 1.181 0.377 3.779 0.204
H 2.412 -0.277 2.587 0.503
H 3.141 0.877 1.509 0.504
H 4.035 -1.167 0.990 0.636
H 2.904 -0.914 -0.331 -0.764
Se -4.297 0.170 -4.143 -0.706
Sb -1.950 -0.302 -3.892 0.819
Se -0.879 1.592 -2.528 -0.678
Se -1.458 -2.031 -2.136 -0.638
Se -0.747 -0.855 -5.949 -0.748
C 4.083 0.855 -2.350 -0.742
C 2.537 0.942 -2.307 -0.074
N 1.984 0.160 -3.382 0.453
C 2.463 0.666 -4.649 -0.529
C 3.980 0.375 -4.768 -0.567
N 4.434 -0.137 -3.427 -0.071
C 3.788 -1.466 -3.134 -0.859
C 2.259 -1.251 -3.241 0.173
H 4.525 0.487 -1.424 0.475
H 4.561 1.794 -2.629 0.252
H 2.202 1.973 -2.417 0.740
H 2.138 0.591 -1.357 -0.614
H 2.265 1.736 -4.690 0.380
H 1.901 0.183 -5.450 0.139
H 4.588 1.252 -4.992 0.323
H 4.203 -0.413 -5.488 0.351
H 5.445 -0.261 -3.446 0.323
H 4.115 -1.748 -2.132 0.431
H 4.184 -2.179 -3.858 0.343
H 1.754 -1.632 -2.354 -0.495
H 1.827 -1.761 -4.105 0.502
```

Computed properties:
Total energy in a.u.: -11455.0311
Energy relative to the best compared isomer or geometry (same formula, charge and spin) in kJ/mol: 158.0
Total charge: -1
Lowest unoccupied orbital energy in eV: 0.918


DFT (ωB97M-V/def2-TZVPD) results for a structure of composition C28H39IrN5O2.

```
75
Properties=species:S:1:pos:R:3:mulliken_charge:R:1
Ir 1.604 -1.060 0.649 1.692
N 4.123 -1.215 0.883 -0.544
N 4.391 -0.804 2.193 -0.246
C 3.359 -0.693 3.136 0.687
O 3.658 -0.558 4.299 -0.647
O 2.142 -0.723 2.665 -0.869
H 4.372 -2.190 0.735 0.305
H 4.661 -0.651 0.236 0.271
H 5.310 -0.964 2.573 0.243
C -5.439 -0.734 -0.880 -1.580
C -4.873 0.023 0.332 1.968
C -5.183 1.514 0.182 -2.096
C -5.547 -0.484 1.620 -1.593
C -3.380 -0.239 0.423 0.522
C -2.905 -1.528 0.690 -0.825
C -1.552 -1.745 0.821 -0.795
N -0.656 -0.766 0.697 -0.632
C -1.072 0.472 0.403 -0.307
C -2.423 0.754 0.253 -0.002
C -0.002 1.478 0.266 -0.143
C -0.234 2.843 0.342 0.021
C 0.806 3.758 0.244 0.354
C 2.093 3.227 0.103 -0.767
C 2.264 1.867 0.025 -0.625
N 1.246 0.997 0.085 -0.278
C 0.601 5.260 0.290 1.963
C 1.197 5.876 -0.988 -1.577
C 1.322 5.822 1.526 -1.563
C -0.881 5.634 0.366 -2.099
H -6.513 -0.558 -0.949 0.449
H -5.277 -1.809 -0.793 0.348
H -4.978 -0.388 -1.807 0.376
H -6.263 1.653 0.173 0.427
H -4.793 1.919 -0.753 0.409
H -4.780 2.087 1.020 0.461
H -6.614 -0.263 1.583 0.457
H -5.123 0.007 2.497 0.386
H -5.437 -1.561 1.744 0.350
H -3.578 -2.365 0.800 0.475
H -1.157 -2.728 1.048 0.555
H -2.728 1.759 -0.002 0.499
H -1.245 3.185 0.507 0.497
H 2.963 3.866 0.061 0.468
H 3.251 1.444 -0.102 0.397
H 2.271 5.704 -1.062 0.343
H 1.031 6.953 -0.983 0.457
H 0.720 5.461 -1.878 0.376
H 2.395 5.627 1.491 0.340
H 0.923 5.380 2.441 0.379
H 1.177 6.901 1.575 0.452
H -1.433 5.254 -0.497 0.453
H -0.975 6.719 0.367 0.425
H -1.343 5.262 1.282 0.422
C 2.789 -1.970 -2.725 -0.639
N 1.714 -2.852 -3.106 0.195
C 2.147 -4.046 -3.793 -0.933
C 0.636 -3.021 -2.153 -2.202
C 1.043 -3.785 -0.900 1.680
C 0.951 -5.174 -0.885 -0.420
C 1.356 -5.903 0.224 -0.700
C 1.868 -5.248 1.336 -0.811
C 1.973 -3.866 1.329 -0.196
C 1.563 -3.119 0.214 -0.290
H 3.279 -1.585 -3.622 0.391
H 3.555 -2.469 -2.107 0.242
H 2.389 -1.128 -2.156 0.018
H 2.800 -3.768 -4.620 0.344
H 1.284 -4.574 -4.199 0.307
H 2.704 -4.740 -3.142 0.317
H -0.177 -3.550 -2.656 0.635
H 0.272 -2.026 -1.874 0.291
H 0.545 -5.690 -1.747 0.462
H 1.266 -6.982 0.224 0.405
H 2.180 -5.804 2.210 0.464
H 2.364 -3.376 2.216 0.401
```

Computed properties:
Total energy in a.u.: -1618.6344
2S+1: 5
Total charge: +1
Lowest unoccupied orbital energy (spin up / spin down) in eV: -3.473 / -5.101


DFT (ωB97M-V/def2-TZVPD) results for a structure of composition C28H39N5O2RuS2.

```
77
Properties=species:S:1:pos:R:3:mulliken_charge:R:1
Ru -2.161 0.489 0.372 0.507
S -2.766 2.738 1.206 -0.377
C -3.221 3.546 -0.252 0.971
C -3.427 4.944 -0.143 -0.096
N -3.600 6.075 -0.005 -0.538
C -3.348 2.918 -1.464 0.246
S -3.464 1.194 -1.633 -0.406
C -3.426 3.697 -2.644 -0.098
N -3.453 4.330 -3.607 -0.597
C -4.418 -2.257 -0.369 -0.426
O -4.354 -1.827 0.986 -0.355
C -3.466 -0.873 1.271 0.394
O -3.310 -0.534 2.426 -0.548
H -5.465 -2.292 -0.666 0.261
H -3.986 -3.258 -0.441 0.237
H -3.870 -1.569 -1.015 0.049
C 0.540 -3.623 2.719 -1.623
C 0.175 -3.490 1.243 1.991
C 1.412 -3.050 0.447 -1.618
C -0.329 -4.839 0.718 -1.973
N -0.944 -2.536 1.186 -0.105
N -1.171 -1.911 -0.069 0.021
H 1.282 -4.411 2.859 0.472
H -0.350 -3.873 3.299 0.362
H 0.954 -2.684 3.092 0.238
H 2.256 -3.694 0.701 0.560
H 1.678 -2.021 0.698 0.327
H 1.247 -3.129 -0.630 0.288
H 0.436 -5.606 0.854 0.418
H -0.581 -4.784 -0.344 0.387
H -1.222 -5.129 1.272 0.391
H -0.820 -1.799 1.872 -0.004
H -1.565 -2.600 -0.699 0.284
H -0.312 -1.545 -0.477 -0.480
C 4.160 -0.280 2.940 -1.802
C 2.682 -0.041 2.765 0.727
C 1.818 -0.186 3.844 -1.098
C 0.454 0.064 3.677 0.268
C -0.498 -0.043 4.838 -1.970
C -0.014 0.418 2.432 -0.754
C 0.816 0.524 1.270 0.268
C 2.199 0.307 1.510 -0.686
N 0.174 0.755 0.108 1.649
C 0.717 1.166 -1.185 1.642
C 0.229 2.611 -1.421 -0.108
C 0.569 3.099 -2.827 0.671
C -0.087 2.186 -3.865 -1.376
C 0.430 0.760 -3.678 0.370
C 1.948 0.742 -3.871 -1.643
C 2.589 1.641 -2.812 0.473
C 2.089 3.075 -3.005 -1.598
C 2.241 1.144 -1.398 -2.239
C 0.107 0.256 -2.273 -1.364
H 4.369 -0.743 3.904 0.385
H 4.712 0.662 2.892 0.313
H 4.544 -0.929 2.151 0.356
H 2.199 -0.490 4.813 0.233
H -0.087 -0.679 5.622 0.370
H -1.458 -0.448 4.516 0.330
H -0.678 0.946 5.266 0.356
H -1.076 0.656 2.324 0.697
H 2.920 0.377 0.711 0.519
H 0.687 3.262 -0.668 0.351
H -0.850 2.630 -1.259 -1.220
H 0.193 4.119 -2.953 0.329
H 0.154 2.539 -4.873 0.572
H -1.173 2.217 -3.752 0.351
H -0.046 0.101 -4.413 0.433
H 2.199 1.110 -4.872 0.611
H 2.331 -0.281 -3.786 0.514
H 3.678 1.615 -2.930 0.247
H 2.356 3.432 -4.005 0.563
H 2.559 3.738 -2.272 0.547
H 2.728 1.796 -0.669 0.623
H 2.620 0.124 -1.278 0.389
H 0.519 -0.756 -2.157 0.495
H -0.973 0.207 -2.120 0.044
```

Computed properties:
Total energy in a.u.: -2405.9146
2S+1: 2
Energy relative to the best compared isomer or geometry (same formula, charge and spin) in kJ/mol: 131.7
Total charge: -1
Lowest unoccupied orbital energy (spin up / spin down) in eV: 2.041 / 2.018